(1)
C19H37FInO3 as an isolated structure in a non-equilibrium geometry, computed with ωB97M-V with the def2-TZVPD basis set.

Its charge is -1. The LUMO energy comes out at 2.73 eV. The calculation puts the HOMO energy at -3.05 eV. Its HOMO-LUMO gap is 5.8 eV. The maximum force is 2.48 eV/Å.

Positions of all 61 atoms, in Å:
C 2.185 4.466 -0.461
C 0.927 3.945 -0.752
C 0.885 2.641 -1.519
In -1.154 1.725 -1.652
C -1.857 2.087 -3.778
C -1.421 1.273 -4.779
C -0.953 -0.510 -1.361
C 0.437 -1.035 -1.758
O 1.483 -0.575 -0.909
C 1.911 -1.510 0.060
C 1.076 -1.356 1.352
C -2.610 2.435 -0.092
C -1.996 2.536 1.308
F -3.626 1.421 0.018
H 2.666 4.409 0.516
H 2.780 4.894 -1.267
H 0.015 4.458 -0.445
H 1.212 2.849 -2.557
H 1.644 2.012 -1.069
H -2.498 2.963 -3.918
H -0.655 1.607 -5.491
H -1.827 0.267 -4.884
H -1.690 -0.993 -2.009
H -1.147 -0.801 -0.323
H 0.406 -2.129 -1.864
H 0.656 -0.629 -2.753
H 2.945 -1.236 0.288
H 1.902 -2.543 -0.300
H 0.284 -2.106 1.385
H 0.623 -0.366 1.348
H 1.722 -1.464 2.225
H -3.157 3.348 -0.349
H -2.785 2.570 2.064
H -1.350 3.416 1.318
H -1.384 1.642 1.442
C 4.758 1.759 4.665
C 3.708 2.331 3.720
C 3.865 1.434 2.503
O 4.291 0.154 2.991
C 4.670 0.270 4.363
H 4.579 1.990 5.715
H 5.747 2.139 4.396
H 2.712 2.207 4.152
H 3.849 3.386 3.490
H 4.637 1.813 1.826
H 2.937 1.320 1.942
H 3.898 -0.213 4.973
H 5.615 -0.252 4.523
C -4.874 -4.134 -1.058
C -4.044 -5.403 -0.907
C -3.055 -5.265 -2.056
O -2.845 -3.868 -2.248
C -3.823 -3.128 -1.505
H -5.387 -3.832 -0.146
H -5.623 -4.270 -1.843
H -3.514 -5.389 0.048
H -4.629 -6.322 -0.959
H -3.466 -5.681 -2.984
H -2.099 -5.751 -1.852
H -3.321 -2.666 -0.650
H -4.235 -2.336 -2.130

(2)
C19H37GaN10O6PS as an isolated structure in a non-equilibrium geometry, computed with ωB97M-V with the def2-TZVPD basis set.

Its charge is +1. Its relative energy (zero: lowest compared OMol25 entry of this formula, charge and spin) is 42.0 kJ/mol. The LUMO energy comes out at -2.11 eV. The calculation puts the HOMO energy at -10.99 eV. Its HOMO-LUMO gap is 8.9 eV. The maximum force is 1.38 eV/Å.

Positions of all 75 atoms, in Å:
Ga -0.763 -0.260 -0.393
C -1.152 0.370 -5.044
N -1.895 -0.755 -4.477
C -2.844 -1.435 -5.350
C -1.692 -1.100 -3.193
N -0.805 -0.557 -2.417
N -2.485 -2.128 -2.719
C -2.482 -2.621 -1.440
N -3.445 -3.544 -1.196
N -1.571 -2.288 -0.588
H -1.307 0.383 -6.118
H -0.083 0.289 -4.869
H -1.503 1.315 -4.622
H -3.096 -0.771 -6.170
H -3.786 -1.668 -4.853
H -2.419 -2.350 -5.769
H -0.192 0.116 -2.874
H -3.221 -2.458 -3.314
H -4.288 -3.534 -1.748
H -3.592 -3.800 -0.235
H -1.760 -2.696 0.319
C 1.091 -3.119 3.837
N 1.355 -3.777 2.557
C 2.773 -3.629 2.236
N 3.210 -2.237 2.208
C 2.897 -1.612 3.493
N 1.485 -1.714 3.849
C 0.645 -0.896 2.988
P 0.772 -1.439 1.212
C 0.496 -3.263 1.504
C 2.635 -1.506 1.094
H 1.658 -3.640 4.610
H 0.027 -3.190 4.069
H 2.975 -4.090 1.267
H 3.346 -4.153 3.002
H 3.186 -0.560 3.457
H 3.482 -2.114 4.265
H 0.944 0.150 3.066
H -0.400 -0.967 3.296
H 0.678 -3.806 0.574
H -0.544 -3.421 1.801
H 3.027 -0.490 1.089
H 2.908 -1.987 0.152
C -0.819 4.483 0.339
C 0.389 4.183 1.227
C 1.361 3.179 0.581
C 2.533 2.865 1.550
C 3.740 2.207 0.878
C 1.961 3.805 -0.664
O 2.472 4.895 -0.671
N 1.936 3.023 -1.805
C 1.297 1.809 -1.978
O 1.300 1.279 -3.076
N 0.666 1.265 -0.888
C 0.620 1.895 0.295
O -0.074 1.353 1.168
H -1.477 5.201 0.827
H -1.395 3.578 0.133
H -0.505 4.918 -0.612
H 0.061 3.774 2.183
H 0.946 5.101 1.414
H 2.140 2.230 2.346
H 2.848 3.808 1.996
H 3.450 1.344 0.274
H 4.454 1.876 1.632
H 4.253 2.911 0.224
H 2.360 3.421 -2.631
C -4.081 1.427 1.357
S -3.206 0.247 0.368
O -4.150 -0.584 -0.332
O -2.285 -0.499 1.251
O -2.326 1.015 -0.573
H -4.872 0.897 1.882
H -4.499 2.182 0.696
H -3.366 1.861 2.053

(3)
A 6-piece molecular cluster, C19H38BN3O25S5 overall in a non-equilibrium geometry, computed with ωB97M-V with the def2-TZVPD basis set.

Its charge is 0. The LUMO energy comes out at -0.05 eV. The calculation puts the HOMO energy at -9.95 eV. Its HOMO-LUMO gap is 9.9 eV. As for the structure (SMILES): CCCCN(B(N)O)C(=O)ON(C(C)=O)C(C)=O.O=S1(=O)OCCO1.O=S1(=O)OCCO1.O=S1(=O)OCCO1.O=S1(=O)OCCO1.O=S1(=O)OCCO1. The maximum force is 1.30 eV/Å.

Positions of all 91 atoms, in Å:
C 6.151 -1.695 2.196
C 5.074 -0.666 2.553
C 3.782 -1.310 3.058
C 2.972 -2.020 1.966
N 1.908 -1.129 1.413
B 2.174 -0.443 0.158
N 1.066 0.238 -0.488
O 3.474 -0.362 -0.327
C 0.678 -1.826 1.297
O 0.449 -2.755 0.586
O -0.216 -1.268 2.164
N -1.529 -1.734 1.923
C -1.963 -2.608 2.998
C -2.796 -3.769 2.527
O -1.642 -2.413 4.133
C -2.357 -0.610 1.546
C -3.442 -0.219 2.507
O -2.136 -0.078 0.497
H 5.718 -2.625 1.818
H 6.820 -1.319 1.422
H 6.763 -1.937 3.066
H 4.865 -0.032 1.691
H 5.461 -0.016 3.342
H 4.031 -2.038 3.835
H 3.126 -0.557 3.501
H 3.615 -2.382 1.162
H 2.482 -2.895 2.395
H 0.375 -0.314 -0.981
H 1.378 0.975 -1.110
H 3.566 -0.784 -1.185
H -2.265 -4.683 2.795
H -3.766 -3.759 3.025
H -2.932 -3.747 1.448
H -3.905 0.697 2.147
H -4.203 -1.002 2.577
H -3.022 -0.064 3.501
C -6.757 1.217 -0.566
C -6.273 -0.128 -0.066
O -6.800 -0.199 1.274
S -8.213 0.533 1.347
O -9.265 -0.413 1.225
O -8.183 1.438 2.439
O -8.091 1.320 -0.032
H -6.155 2.037 -0.174
H -6.804 1.277 -1.648
H -5.193 -0.198 -0.023
H -6.680 -0.953 -0.650
C 3.241 2.392 1.663
C 2.560 3.745 1.693
O 3.190 4.416 2.798
S 4.716 3.971 2.907
O 5.545 4.928 2.258
O 4.965 3.584 4.248
O 4.614 2.691 1.967
H 2.844 1.720 2.426
H 3.194 1.918 0.687
H 1.491 3.682 1.876
H 2.747 4.318 0.783
C 3.725 7.418 -0.480
C 3.675 8.771 0.201
O 2.470 9.363 -0.312
S 1.365 8.242 -0.551
O 0.489 8.162 0.561
O 0.858 8.398 -1.866
O 2.353 6.985 -0.489
H 4.073 7.490 -1.511
H 4.327 6.701 0.075
H 4.514 9.411 -0.053
H 3.592 8.676 1.285
C -1.405 -1.703 -3.398
C -2.517 -1.664 -4.426
O -3.711 -1.784 -3.627
S -3.510 -1.066 -2.223
O -4.080 0.236 -2.263
O -3.894 -1.975 -1.200
O -1.931 -0.940 -2.295
H -1.199 -2.717 -3.054
H -0.490 -1.235 -3.749
H -2.476 -2.487 -5.131
H -2.545 -0.713 -4.959
C -0.344 -7.066 -5.097
C -1.264 -6.349 -4.128
O -0.501 -5.192 -3.740
S 0.390 -4.687 -4.962
O -0.282 -3.625 -5.630
O 1.719 -4.514 -4.503
O 0.261 -5.997 -5.848
H 0.441 -7.621 -4.581
H -0.870 -7.718 -5.788
H -1.491 -6.927 -3.238
H -2.187 -6.022 -4.608